ORCA calculation (ωB97M-V/def2-TZVPD) on a cluster of 3 separate species, C15H36BClN5O6 in total.

Cartesian coordinates (Å):
1 C 0.011203 -0.069656 -2.851499
2 C 0.218842 -1.214775 -2.230499
3 C 1.582960 -1.757867 -1.852696
4 C 2.191312 -2.337642 -3.162316
5 C 3.395237 -3.217867 -2.907045
6 O 4.491935 -2.848947 -2.686518
7 Cl 2.991461 -4.953784 -2.842995
8 C 2.508608 -0.680335 -1.279276
9 N 2.061101 -0.188232 0.006325
10 N 3.017516 0.680644 0.623313
11 C 1.673591 -1.194009 1.004877
12 C 0.141736 -1.134665 1.310037
13 C -0.580499 0.112832 0.835526
14 O -0.058540 1.245556 1.539434
15 C -2.087052 0.011074 1.049171
16 N -2.703225 -0.850156 0.031382
17 B 2.509357 -0.713730 2.353790
18 N 3.868485 -1.168788 2.614759
19 O 1.801734 0.047987 3.254328
20 C 1.985569 -2.620241 0.566564
21 O 3.294890 -3.056096 0.543034
22 N 1.380054 -2.870862 -0.831790
23 H 0.690124 0.769921 -2.746608
24 H -0.873815 0.109713 -3.445348
25 H -0.646214 -1.832010 -1.986228
26 H 1.429257 -2.851090 -3.744794
27 H 2.529116 -1.478914 -3.744860
28 H 3.551699 -1.035523 -1.262280
29 H 2.493445 0.140780 -2.000496
30 H 3.933834 0.607986 0.185379
31 H 2.696304 1.636470 0.499895
32 H -0.382594 -1.971400 0.818996
33 H -0.024953 -1.272379 2.379133
34 H -0.430727 0.245173 -0.236887
35 H -0.469880 2.034807 1.170023
36 H -2.282416 -0.342862 2.071043
37 H -2.508179 1.015179 0.996477
38 H -3.709118 -0.727116 0.038158
39 H -2.566331 -1.823873 0.282824
40 H 3.968189 -1.911231 3.296886
41 H 4.441142 -0.388446 2.916635
42 H 1.511097 0.906397 2.924574
43 H 1.453542 -3.308784 1.226643
44 H 3.807717 -2.734545 -0.207490
45 H 0.380499 -3.051433 -0.732914
46 H 1.790685 -3.755462 -1.154889
47 C -2.466898 2.980937 4.606044
48 C -3.178739 3.563496 3.401389
49 O -3.539347 2.555886 2.453190
50 H -1.572196 2.439758 4.294564
51 H -2.176402 3.766330 5.304254
52 H -3.115376 2.280034 5.136810
53 H -2.527875 4.252574 2.864118
54 H -4.069803 4.117421 3.710106
55 H -4.133630 1.939972 2.894445
56 C -3.663123 1.752253 -3.193676
57 C -2.831484 2.838894 -2.540131
58 O -1.690515 3.171273 -3.332804
59 H -3.056217 0.860679 -3.355396
60 H -4.521378 1.480001 -2.578569
61 H -4.034947 2.078603 -4.167305
62 H -2.447156 2.503803 -1.576358
63 H -3.437362 3.733332 -2.368840
64 H -2.016249 3.482955 -4.183619

Force components x, y, z for each atom (eV/Å):
0.107 0.505 0.016
-0.218 -0.276 0.186
-0.150 0.426 0.216
0.029 0.109 0.086
-0.322 -0.029 -0.099
0.316 0.127 0.089
-0.041 -0.061 0.008
0.099 0.010 0.028
0.336 -0.282 0.027
-0.272 0.344 -0.269
-0.411 -0.261 0.271
-0.031 -0.191 -0.497
-0.206 0.295 0.065
0.117 -0.055 -0.046
-0.037 -0.205 0.302
0.077 -0.127 0.056
0.149 0.556 -0.277
-0.063 -0.044 -0.108
0.852 0.202 0.125
0.162 0.237 0.268
-0.185 -0.506 -0.313
0.006 -0.219 0.011
0.359 -0.196 -0.717
-0.373 0.200 0.621
0.108 -0.423 -0.672
0.033 -0.132 0.111
-0.006 -0.014 0.023
-0.022 -0.049 0.014
0.070 -0.020 0.027
0.059 -0.190 0.166
-0.002 -0.009 0.014
-0.032 0.043 0.054
0.006 0.073 -0.001
0.136 0.008 0.074
-0.051 -0.005 0.085
0.024 0.101 0.011
-0.051 -0.054 -0.158
0.022 0.103 -0.092
-0.037 0.015 0.009
0.098 -0.122 -0.180
-0.104 -0.068 0.344
-0.676 -0.259 -0.107
0.006 -0.017 -0.049
0.136 0.365 0.246
-0.005 0.120 -0.005
-0.019 0.011 -0.010
0.028 -0.064 -0.063
-0.033 -0.051 0.053
0.022 0.033 0.008
0.012 0.016 0.005
-0.010 0.005 0.005
-0.011 0.032 0.028
-0.018 0.014 -0.015
0.023 0.044 -0.010
-0.010 0.019 -0.013
0.048 -0.054 -0.016
-0.051 0.026 -0.206
-0.021 -0.127 0.100
-0.041 -0.038 0.049
-0.001 0.020 0.016
-0.039 0.043 0.027
0.033 0.010 0.003
-0.006 -0.016 0.081
0.086 0.048 -0.003

Results
HOMO-LUMO gap (eV): 8.82
Total charge: +1
Largest force on an atom (eV/A): 0.884
LUMO (Eh): -0.112